# 1
{
  "formula": "C15H28O2",
  "method": "ωB97M-V with the def2-TZVPD basis set",
  "mol_weight_g_mol": 240.39,
  "gap_ev": 11.1979,
  "lumo_ev": 0.970,
  "relative_energy_ev": 0.130,
  "fmax_ev_per_a": 0.50,
  "e_tot_ha": -738.8581,
  "symbols": ["O", "O", "C", "C", "C", "C", "C", "C", "C", "C", "C", "C", "C", "C", "C", "C", "C", "H", "H", "H", "H", "H", "H", "H", "H", "H", "H", "H", "H", "H", "H", "H", "H", "H", "H", "H", "H", "H", "H", "H", "H", "H", "H", "H", "H"],
  "coordinates": [[-2.4977, 0.9483, -2.8171], [-2.0825, 1.9942, -0.8732], [-0.9737, 2.8244, -2.7608], [-1.7763, -2.2588, 1.7058], [2.6870, -1.0271, 1.4861], [-0.8278, -2.0469, 2.8906], [-1.9536, -0.1607, 0.2459], [-2.6108, -1.0322, 1.3124], [2.2765, 0.8254, -1.9395], [2.5626, -0.3010, -0.9447], [2.5307, 0.1472, 0.5159], [0.3776, 2.1410, -3.0219], [1.4059, -1.8469, 1.6698], [0.4151, -1.1926, 2.6315], [-1.9438, 1.8131, -2.1919], [0.8604, 1.3798, -1.7889], [-2.8342, 1.0279, -0.1394], [0.1810, 0.5437, -1.6139], [0.9340, -2.0016, 0.6995], [0.8091, 2.0417, -0.9224], [0.1217, -0.2101, 2.2636], [0.2694, 1.4457, -3.8562], [-1.0029, 0.2296, 0.6086], [-2.8110, -0.4300, 2.2015], [3.5473, -0.7237, -1.1599], [-3.6889, 0.7001, -0.7393], [-1.3750, 3.2176, -3.6949], [3.3417, 0.8606, 0.6803], [-1.7587, -0.7580, -0.6473], [-2.4644, -3.0581, 1.9911], [-0.4937, -3.0300, 3.2337], [0.9186, -1.0375, 3.5900], [1.1094, 2.9007, -3.3043], [1.8271, -1.0931, -1.1000], [2.3952, 0.4288, -2.9508], [-1.3960, -1.5957, 3.7082], [1.5938, 0.6625, 0.7259], [1.6694, -2.8305, 2.0667], [3.0030, -0.6506, 2.4619], [-3.5744, -1.3699, 0.9237], [-1.2183, -2.6133, 0.8388], [3.0057, 1.6281, -1.8112], [-0.8534, 3.6332, -2.0403], [3.4813, -1.6795, 1.1157], [-3.1863, 1.5546, 0.7506]],
  "forces_ev_per_angstrom": [[-0.016, -0.188, -0.051], [0.087, 0.260, 0.234], [0.046, -0.135, -0.091], [-0.133, 0.090, 0.258], [-0.137, 0.048, -0.082], [0.045, 0.076, -0.147], [-0.279, 0.254, 0.020], [0.198, -0.078, -0.248], [-0.235, -0.237, 0.132], [0.077, 0.317, 0.033], [0.125, -0.305, -0.069], [-0.118, -0.015, 0.277], [0.114, 0.245, 0.188], [-0.045, -0.280, -0.025], [0.044, 0.362, -0.244], [0.322, 0.126, -0.326], [-0.096, -0.480, 0.086], [-0.066, -0.046, 0.129], [-0.036, -0.118, -0.096], [-0.085, -0.046, 0.097], [0.026, 0.142, 0.036], [0.050, 0.015, -0.051], [0.081, 0.009, -0.043], [-0.090, 0.033, 0.073], [0.003, -0.101, 0.027], [0.065, 0.065, 0.126], [-0.079, 0.005, 0.062], [-0.034, 0.109, -0.004], [0.079, 0.001, -0.016], [0.039, -0.052, -0.073], [0.001, -0.006, 0.092], [0.031, 0.086, -0.010], [0.007, -0.005, -0.067], [-0.013, -0.099, -0.046], [0.052, 0.054, -0.067], [-0.041, -0.070, 0.063], [-0.079, 0.136, 0.044], [-0.066, -0.078, -0.044], [0.066, -0.058, 0.047], [-0.074, 0.027, 0.054], [-0.012, -0.106, -0.092], [0.068, 0.050, -0.067], [-0.004, 0.022, -0.061], [0.089, 0.011, 0.038], [0.024, -0.037, -0.096]]
}



# 2
{
  "formula": "C15H29AsBr2N5OSSr",
  "method": "ωB97M-V with the def2-TZVPD basis set",
  "mol_weight_g_mol": 649.85,
  "charge": 1,
  "gap_ev": 8.8807,
  "lumo_ev": -2.380,
  "relative_energy_ev": 0.514,
  "fmax_ev_per_a": 2.01,
  "e_tot_ha": -8750.5767,
  "symbols": ["Sr", "Br", "Br", "As", "S", "O", "N", "N", "N", "N", "N", "C", "C", "C", "C", "C", "C", "C", "C", "C", "C", "C", "C", "C", "C", "C", "H", "H", "H", "H", "H", "H", "H", "H", "H", "H", "H", "H", "H", "H", "H", "H", "H", "H", "H", "H", "H", "H", "H", "H", "H", "H", "H", "H", "H"],
  "coordinates": [[-0.1794, -0.3764, 0.0547], [3.2524, 2.5302, 0.2955], [1.0564, 3.3911, -1.8885], [2.0110, -2.9870, -0.1439], [1.0168, -0.2701, -2.7945], [1.8526, 0.0301, -1.5686], [-2.5283, 0.5919, 0.1361], [-0.0664, -0.8865, 2.5544], [-1.9457, -2.1886, 0.2363], [-0.3292, 2.0170, 1.3149], [-0.4095, -0.5473, -2.6268], [-2.1181, -2.1863, 1.7069], [-0.7252, 0.2985, 3.1247], [-4.0855, 2.2164, 0.8352], [-2.7749, 1.7901, 0.6461], [-0.0960, 1.6348, 2.7133], [-4.8263, 0.0842, 0.0027], [-3.0846, -1.6747, -0.5567], [-5.1134, 1.3571, 0.4815], [3.8747, -2.4275, -0.2332], [1.8590, -3.8789, -1.8746], [-3.4963, -0.2748, -0.1523], [-0.8437, -2.1496, 2.5682], [2.8851, 2.8915, -1.5564], [-1.6021, 2.6825, 1.0136], [2.1974, -4.5814, 0.9808], [4.5091, -3.2525, -0.5555], [0.8381, -4.2243, -2.0308], [-2.7261, -3.0428, 2.0135], [-3.9617, -2.3220, -0.4573], [-1.9185, 3.3266, 1.8436], [4.2021, -2.0866, 0.7485], [2.1095, -3.1795, -2.6709], [-0.1587, -2.9376, 2.2474], [3.0787, 1.9740, -2.0945], [-6.1427, 1.6621, 0.6158], [-0.4951, 2.3908, 3.4017], [-2.7185, -1.3076, 1.9508], [2.4017, -4.3025, 2.0144], [3.0117, -5.2087, 0.6194], [1.2725, -5.1582, 0.9524], [-2.7678, -1.6637, -1.6030], [3.9511, -1.5989, -0.9347], [-1.7159, -3.1205, -0.0857], [-1.1506, -2.3797, 3.5953], [0.9846, 1.5957, 2.8720], [2.5395, -4.7288, -1.9186], [-1.7618, 0.2982, 2.7781], [3.5195, 3.7137, -1.8595], [-0.7765, 0.2286, 4.2169], [0.4283, 2.6120, 0.9993], [0.8144, -1.0460, 3.0283], [-5.6210, -0.6131, -0.2238], [-4.2965, 3.1892, 1.2581], [-1.4231, 3.3425, 0.1603]],
  "forces_ev_per_angstrom": [[1.454, 0.473, -1.313], [-0.056, 0.011, 0.179], [-0.049, 0.020, 0.052], [-0.074, -0.002, 0.073], [0.266, 0.067, -0.580], [-0.250, -0.112, 0.153], [0.692, -0.286, 0.206], [-0.162, 0.068, -0.290], [0.172, 0.236, 0.378], [-0.222, -0.431, -0.138], [-0.150, -0.125, 0.440], [-0.547, 0.194, -0.065], [-0.420, -0.142, 0.074], [0.031, -0.036, -0.061], [-0.295, 0.062, 0.139], [-0.079, -0.042, 0.284], [0.051, 0.048, -0.060], [-0.160, -0.143, 0.122], [0.004, -0.001, 0.010], [-0.018, -0.016, 0.023], [0.023, 0.008, 0.002], [-0.422, 0.050, 0.263], [0.025, -0.078, 0.210], [0.084, -0.032, -0.053], [-0.002, 0.216, 0.045], [0.001, 0.016, -0.036], [-0.013, -0.003, -0.007], [0.008, -0.013, -0.002], [0.136, -0.035, 0.174], [-0.009, 0.005, -0.093], [0.019, 0.007, -0.019], [0.002, 0.001, -0.004], [-0.013, 0.016, 0.015], [-0.017, -0.018, 0.022], [-0.029, 0.015, -0.013], [-0.004, 0.005, 0.001], [0.059, 0.042, -0.031], [-0.062, -0.064, 0.027], [-0.002, 0.026, -0.010], [-0.003, 0.006, -0.008], [0.004, -0.002, 0.007], [-0.007, -0.045, 0.007], [-0.005, 0.003, 0.003], [0.045, 0.026, -0.056], [-0.097, -0.108, -0.054], [-0.004, 0.006, -0.016], [0.009, 0.013, -0.005], [-0.006, 0.022, 0.061], [-0.035, 0.006, -0.014], [0.061, 0.127, 0.008], [0.015, -0.024, -0.019], [0.017, -0.030, -0.041], [0.012, -0.017, -0.005], [0.011, 0.009, -0.001], [0.012, 0.004, 0.016]]
}



# 3
{
  "formula": "C15H29BF9NO8P",
  "method": "ωB97M-V with the def2-TZVPD basis set",
  "mol_weight_g_mol": 564.16,
  "charge": -1,
  "gap_ev": 5.2064,
  "lumo_ev": 2.310,
  "fmax_ev_per_a": 1.83,
  "e_tot_ha": -2510.6100,
  "symbols": ["P", "F", "F", "F", "F", "F", "F", "F", "F", "F", "O", "O", "O", "O", "O", "O", "O", "O", "N", "C", "C", "C", "C", "C", "C", "C", "C", "C", "C", "C", "C", "C", "C", "C", "B", "H", "H", "H", "H", "H", "H", "H", "H", "H", "H", "H", "H", "H", "H", "H", "H", "H", "H", "H", "H", "H", "H", "H", "H", "H", "H", "H", "H", "H"],
  "coordinates": [[1.9857, -1.3331, 0.6793], [-0.3986, -6.9985, 2.4232], [-2.0885, -8.0691, 3.2127], [-1.5633, 5.2612, -5.7999], [-2.5509, 5.4574, -3.9015], [-2.7365, 3.6359, -5.0190], [-0.5515, -7.3480, 4.5317], [-1.1859, 0.2665, 0.0133], [-1.3325, -0.0502, 2.1238], [-2.8428, -0.8420, 0.8202], [-3.2759, 1.9127, -0.0240], [-0.1278, 4.5345, -3.0131], [-2.4554, -5.3019, 2.4222], [2.8179, 1.0768, -0.9473], [2.4876, 1.4303, 1.4478], [-2.2440, -5.1947, 4.6514], [-0.1767, 2.9925, -4.6399], [-3.0720, 2.0672, 2.2050], [5.6165, -0.9096, -0.8524], [-2.0387, 0.2194, 1.0362], [-3.2379, -4.0948, 2.4394], [3.7659, -2.0200, 0.4254], [3.7002, 2.1790, 1.5276], [-1.8786, 4.6031, -4.6747], [-1.2572, -7.0393, 3.4438], [1.0280, 2.3980, -4.1142], [-3.2098, 4.3399, 0.0123], [-2.3491, -2.8696, 2.4990], [0.7170, 1.4789, -2.9526], [-4.0798, 3.0997, -0.0285], [-0.6347, 4.0559, -3.9831], [-2.8387, 1.5102, 1.1750], [-2.0267, -5.7329, 3.6077], [4.4043, -1.7512, -0.9912], [2.4868, 0.5126, 0.3230], [3.7602, 2.8949, 0.6737], [-1.6246, -2.8800, 1.6837], [3.6172, 2.8118, 2.4526], [2.6686, 2.0324, -0.9625], [0.2952, 2.0341, -2.1130], [-2.4838, 4.3258, -0.8031], [-4.6523, 3.0808, -0.9564], [4.4112, -1.6792, 1.2833], [3.7045, -3.1411, 0.5397], [-3.9545, -4.1135, 3.2632], [-0.0230, 0.7304, -3.2442], [-3.8123, -4.0882, 1.5121], [-2.9411, -1.9731, 2.4351], [1.4695, 1.8252, -4.9300], [1.6193, 0.9688, -2.6093], [1.6044, -1.5939, -0.7193], [5.6692, -0.4724, 0.0627], [4.7083, -2.7351, -1.4449], [-3.8200, 5.2403, -0.0733], [0.6471, -0.8629, 0.9816], [1.5444, -2.6976, 1.0196], [3.6530, -1.3270, -1.7121], [5.6082, -0.1261, -1.5060], [4.6131, 1.5551, 1.6617], [-1.7808, -2.8414, 3.4302], [-4.7967, 3.0833, 0.7945], [2.3358, -1.0907, 2.0943], [-2.6442, 4.3925, 0.9436], [1.7478, 3.1701, -3.8355]],
  "forces_ev_per_angstrom": [[0.220, -0.950, 0.823], [-0.093, 0.256, -0.105], [-0.371, 0.119, 0.022], [0.349, -0.010, -0.023], [0.258, -0.005, 0.273], [0.136, -0.233, 0.087], [-0.191, 0.272, 0.219], [-0.437, 0.517, -0.240], [-0.427, 0.504, 0.354], [-0.572, 0.823, -0.577], [0.121, -0.461, 0.121], [-0.380, 0.513, 0.136], [0.159, -0.679, 0.202], [-0.283, -0.363, 1.133], [0.893, -0.720, -1.322], [0.221, -0.382, 0.402], [-0.483, 0.651, -0.269], [0.171, -0.244, 0.299], [0.139, 0.545, -0.542], [1.404, -1.150, -0.205], [-0.242, 0.795, -0.110], [0.684, -1.049, -0.985], [-0.714, 1.111, 0.901], [-1.064, 0.348, -0.418], [0.894, -0.892, -0.164], [0.555, -0.636, 0.409], [0.282, -0.045, 0.116], [0.448, -0.674, 0.466], [-0.313, 0.015, -0.140], [-0.258, 0.616, -0.129], [1.126, -1.024, 0.007], [-0.695, 0.755, -0.441], [-0.735, 1.054, -0.566], [0.001, -0.611, 0.677], [0.380, 1.731, 0.019], [0.491, -0.537, 0.461], [-0.082, 0.055, -0.019], [0.122, -0.501, -0.742], [0.216, -0.009, 0.175], [0.116, 0.003, 0.015], [-0.111, 0.029, -0.055], [0.160, -0.252, -0.024], [-0.369, -0.003, -0.864], [-0.165, 0.933, 0.090], [0.192, -0.178, 0.081], [0.091, -0.009, -0.072], [0.172, -0.287, -0.032], [-0.184, -0.110, 0.222], [-0.275, 0.136, -0.148], [-0.223, 0.049, -0.104], [0.106, 0.038, -0.469], [-0.266, -0.277, -0.083], [-0.168, 0.823, 0.334], [-0.014, -0.056, -0.024], [-0.246, 0.172, -0.104], [-0.301, -0.399, 0.162], [0.502, -0.038, 0.794], [-0.081, -0.326, 0.076], [-0.581, 0.261, -0.459], [-0.077, -0.036, 0.006], [0.191, -0.125, 0.084], [-0.039, 0.003, 0.258], [-0.112, 0.001, 0.016], [-0.247, 0.140, -0.006]]
}



# 4
{
  "formula": "C15H29FeNSi2",
  "method": "ωB97M-V with the def2-TZVPD basis set",
  "mol_weight_g_mol": 335.42,
  "s_squared": 6.10,
  "multiplicity": 5,
  "charge": -2,
  "gap_ev": [3.4655, 4.7013],
  "lumo_ev": [5.547, 5.511],
  "relative_energy_ev": 3.750,
  "fmax_ev_per_a": 4.19,
  "e_tot_ha": -2486.0076,
  "symbols": ["Fe", "Si", "Si", "N", "C", "C", "C", "C", "C", "C", "C", "C", "C", "C", "C", "C", "C", "C", "C", "H", "H", "H", "H", "H", "H", "H", "H", "H", "H", "H", "H", "H", "H", "H", "H", "H", "H", "H", "H", "H", "H", "H", "H", "H", "H", "H", "H", "H"],
  "coordinates": [[0.8244, -0.0714, 0.1679], [-0.2598, -1.2537, 3.3203], [0.6006, 1.6624, 2.7297], [2.4595, -0.3906, 0.9232], [-1.2199, 1.6182, -0.6082], [-0.0571, -1.0382, -1.8486], [-1.1391, 2.1938, 3.2759], [1.7481, 1.8534, 4.2171], [-0.8405, -1.9912, 0.0805], [1.0647, -1.6309, -1.1756], [-2.1287, -1.0411, 3.3299], [-0.7888, 2.4278, -1.6368], [0.1109, -3.0902, 3.1076], [0.3624, -0.9758, 5.0939], [1.2074, 2.9704, 1.5390], [-1.1989, -1.2660, -1.0595], [0.5228, -0.0872, 2.0933], [0.5654, -2.2108, 0.0236], [0.2588, 2.8796, -2.2773], [2.0689, 0.3129, -0.8028], [1.6484, 3.7911, 2.1235], [-1.3970, 1.8253, 4.2785], [-2.5442, -1.0290, 2.3143], [-1.2484, 1.7940, 0.4095], [-2.4417, -0.1232, 3.8429], [-1.1685, 3.2931, 3.3209], [1.6962, -0.4848, 2.1451], [1.1606, -3.2889, 2.8604], [1.4407, -0.7797, 5.1474], [1.3495, 1.4304, 5.1467], [-0.0938, -3.5718, 4.0763], [-1.9336, 1.8743, 2.5914], [2.0810, -1.7644, -1.5785], [-2.0664, 1.0191, -0.8628], [1.9160, 2.9284, 4.3851], [1.1420, -2.8440, 0.7269], [-2.2509, -1.0211, -1.3274], [-0.1552, -0.1634, 5.6187], [0.1750, -1.9055, 5.6518], [2.7277, 1.3947, 4.0266], [-0.0369, -0.5639, -2.8381], [0.1681, 3.6136, -3.0904], [-2.5642, -1.8961, 3.8691], [-0.5185, -3.5796, 2.3556], [-1.5387, -2.3811, 0.8414], [0.4192, 3.3854, 0.8963], [1.2852, 2.5480, -2.2450], [2.0049, 2.5612, 0.9014]],
  "forces_ev_per_angstrom": [[2.900, -0.276, -1.230], [0.853, 1.619, -1.582], [-0.124, -2.008, -0.265], [0.331, 0.755, -0.950], [-0.969, 1.592, -3.753], [0.785, -0.082, -0.608], [-0.177, 0.746, 0.325], [0.214, 0.568, 0.527], [-0.406, -0.999, -0.061], [-0.450, -1.456, -1.140], [-0.605, -0.442, 0.467], [0.899, -1.490, 2.871], [-0.132, -0.525, 0.155], [-0.134, -0.289, 0.542], [0.309, 0.408, -0.316], [-1.531, -0.291, 0.029], [-0.268, 0.260, 3.890], [0.042, -1.591, -0.015], [-0.283, 1.023, -1.761], [-0.277, 0.931, -0.002], [-0.135, 0.054, -0.076], [0.086, -0.012, -0.163], [0.200, 0.015, 0.175], [0.483, 1.077, 1.982], [0.099, -0.186, -0.094], [-0.135, -0.010, 0.057], [-1.277, 0.530, 0.378], [-0.151, 0.152, 0.025], [-0.221, -0.053, -0.171], [0.055, 0.089, -0.214], [-0.002, -0.047, -0.127], [0.210, -0.035, 0.032], [-0.791, 0.274, 0.426], [0.105, -0.945, -0.296], [0.072, -0.061, 0.127], [-0.436, 0.845, -0.661], [0.953, -0.035, 0.212], [0.064, -0.048, -0.087], [-0.017, 0.135, 0.128], [-0.224, 0.017, -0.107], [0.035, -0.056, 0.618], [-0.343, 0.333, 0.532], [-0.247, 0.085, -0.022], [0.172, 0.093, 0.041], [0.565, 0.486, -0.484], [0.193, -0.092, 0.067], [-0.022, -1.032, 0.499], [-0.267, -0.022, 0.079]]
}